Entry from the OMol25 dataset: a cluster of 2 separate species, C7H12N3S in total at a distorted geometry (wB97M-V/def2-TZVPD).

Results
charge	+1
molecular weight	170.26	g mol⁻¹
energy above the lowest of the compared OMol25 structures with the same formula, charge and spin	73.4	kcal/mol
F_max	0.10903	hartree/bohr

```
23
Properties=species:S:1:pos:R:3:forces:R:3
C -0.582 -0.482 2.355 0.51 1.05 -4.13
C -0.529 0.231 1.160 -0.59 -0.97 -0.01
C 0.408 -1.686 0.800 0.50 -0.65 -0.49
C -0.901 0.436 -1.904 0.08 -1.24 0.07
C 0.179 -2.732 3.053 2.66 -2.31 -0.86
C 1.241 1.528 -1.433 1.31 0.41 5.44
C -0.471 2.337 -3.044 -4.48 1.80 2.63
N -0.021 -1.674 2.082 0.24 -0.48 1.06
N 0.063 -0.557 0.216 0.63 -0.33 -0.44
N -0.015 1.324 -2.069 -1.39 0.31 0.47
S -2.080 -0.512 -2.104 0.09 0.25 0.15
H -1.017 -0.193 3.213 -1.22 0.49 2.97
H -1.052 1.098 0.756 0.28 0.14 0.98
H 1.028 -2.538 0.372 -1.14 1.34 0.61
H 0.631 -2.343 4.034 -0.83 -0.66 -1.59
H -0.697 -3.421 3.191 0.64 1.09 0.01
H 0.999 -3.402 2.447 -1.80 1.27 2.15
H 1.177 2.338 -0.514 -0.46 -1.79 -2.20
H 1.583 0.592 -0.832 -0.57 1.59 -1.78
H 1.969 2.006 -2.040 0.44 -0.20 -1.12
H -1.617 2.173 -3.300 2.56 0.24 0.50
H -0.401 3.393 -2.626 0.36 -1.47 -0.58
H 0.106 2.083 -3.813 2.18 0.08 -3.81
```
Forces are in eV/Å.